A structure of composition C5H15NO2. Source: the OMol25 dataset; level of theory: ωB97M-V with the def2-TZVPD basis set.

net charge: 0
spin multiplicity: 1
ΔE to the lowest compared entry with this formula, charge and spin: 1.571 eV
HOMO: -9.32 eV
orbital gap: 10.16 eV

Structure (XYZ):
```
23
Properties=species:S:1:pos:R:3:lowdin_charge:R:1
N -0.72029 -0.11199 -1.72941 0.012
C 1.19310 1.33825 -1.26981 -0.099
C -0.13221 1.20521 -2.00359 -0.282
H -1.61444 -0.21290 -2.22235 0.125
H -0.10675 -0.84617 -2.09984 0.124
H 1.04053 1.19450 -0.18691 0.043
H 1.63100 2.33722 -1.43386 0.082
H 1.90714 0.57790 -1.62848 0.077
H -0.84111 1.96726 -1.62652 0.123
H 0.02613 1.39731 -3.08223 0.107
O 0.33883 1.17698 1.63498 -0.114
O -1.68327 -0.38326 0.34592 -0.141
C 0.65312 -0.07782 2.22855 -0.259
C -1.04907 -1.50109 0.99021 -0.259
C 0.42238 -1.25784 1.29194 -0.187
H -0.55834 1.07786 1.25332 0.077
H -1.30999 -0.31335 -0.55750 -0.116
H 1.72167 -0.02040 2.51203 0.120
H 0.06671 -0.22871 3.15528 0.119
H -1.18090 -2.41647 0.38182 0.112
H -1.61144 -1.64006 1.93355 0.117
H 0.97856 -1.08894 0.34982 0.101
H 0.82866 -2.17348 1.76310 0.118
```

=====

A structure of composition C5H10O3. Source: the OMol25 dataset; level of theory: ωB97M-V with the def2-TZVPD basis set.

net charge: 0
spin multiplicity: 1
ΔE to the lowest compared entry with this formula, charge and spin: 4.605 eV
HOMO: -8.61 eV
orbital gap: 9.37 eV

Structure (XYZ):
```
18
Properties=species:S:1:pos:R:3:lowdin_charge:R:1
C -1.02936 -0.36746 0.56214 -0.429
C 0.37669 -0.52238 -1.63927 -0.236
C -1.60697 0.92414 0.02288 -0.010
C 1.75727 -0.10613 0.14947 -0.108
C 1.94371 0.79975 1.09658 -0.013
O 0.11416 -0.89078 -0.17949 -0.131
O 1.35074 0.37710 -1.46285 -0.093
O -2.02667 -1.34021 0.54851 0.018
H -1.66691 -2.15977 0.90919 0.107
H -0.61703 -0.21986 1.56790 0.150
H -0.53579 -0.14110 -2.10996 0.123
H 0.69018 -1.48989 -2.06018 0.129
H 2.36147 -0.99471 0.02250 0.119
H -2.18801 0.73419 -0.87947 0.087
H -0.81406 1.63531 -0.20167 0.088
H -2.28017 1.33803 0.77169 0.092
H 1.32252 1.67525 1.19730 0.053
H 2.84821 0.74852 1.68471 0.054
```

=====

An isolated molecule of C4H4N2S. Source: the OMol25 dataset; level of theory: ωB97M-V with the def2-TZVPD basis set.

SMILES: C=C1N=NC=CS1
net charge: 0
spin multiplicity: 1
ΔE to the lowest compared entry with this formula, charge and spin: 4.026 eV
HOMO: -8.43 eV
orbital gap: 8.54 eV

Structure (XYZ):
```
11
Properties=species:S:1:pos:R:3:lowdin_charge:R:1
C 2.23890 -0.72978 0.06592 -0.019
C 1.03217 -0.20287 -0.14092 -0.570
N -0.23879 -1.33879 -0.38927 0.064
N -1.36706 -1.00677 -0.18055 -0.066
C -1.88626 0.20888 0.27033 -0.180
C -1.16654 1.31641 -0.03749 -0.411
S 0.51357 1.39442 -0.34641 0.999
H 3.07160 -0.14435 0.13394 0.021
H 2.48557 -1.72176 0.20637 0.037
H -2.89003 0.08358 0.49197 0.077
H -1.79312 2.14104 -0.07388 0.048
```